P:
{"formula": "C3H10N2P", "method": "ωB97M-V/def2-TZVPD", "symbols": ["C", "C", "C", "N", "N", "P", "H", "H", "H", "H", "H", "H", "H", "H", "H", "H"], "coordinates": [[1.0472, -0.4124, 0.0873], [2.0841, 0.5755, -0.2652], [-2.4355, 0.5264, 0.2796], [1.3800, -1.5129, 0.9004], [-0.1166, -0.2219, -0.4982], [-1.6158, -0.9710, -0.3365], [1.9220, 1.1103, -1.2589], [3.1238, 0.3280, -0.2186], [1.9910, 1.4271, 0.3655], [-1.9576, 0.8202, 1.1479], [-3.5454, 0.4713, 0.1828], [-1.9225, 1.2811, -0.5587], [2.2782, -1.4749, 1.4294], [0.7179, -2.3153, 1.1016], [-0.8183, 1.5060, -0.6634], [-2.1326, -1.1373, -1.6951]], "lumo_ev": [-5.60, -5.61], "molar_mass_g_mol": 105.101, "charge": 1, "gap_ev": [8.131, 8.129], "spin_multiplicity": 1}


Q:
{"formula": "C3H10N2P", "method": "ωB97M-V/def2-TZVPD", "symbols": ["C", "C", "C", "N", "N", "P", "H", "H", "H", "H", "H", "H", "H", "H", "H", "H"], "coordinates": [[-1.2502, -2.8384, 0.5394], [1.6772, 2.5659, 0.3504], [1.1287, 0.2298, 0.4259], [-1.3395, -0.6931, -0.8570], [1.2149, 1.3534, -0.2267], [-0.7248, -1.0482, 0.6219], [-0.4781, -3.4023, 1.1341], [-0.8254, -3.2289, -0.4536], [-2.2503, -2.8811, 0.9668], [1.7445, 2.3249, 1.4132], [2.5902, 2.8056, -0.0816], [0.7714, 3.2390, 0.1218], [1.6695, 0.3899, 1.3996], [-1.3892, 0.3189, -1.0099], [-2.0125, -1.1112, -1.4912], [0.7459, 1.5140, -1.1539]], "lumo_ev": -4.34, "molar_mass_g_mol": 105.101, "smiles": "CNC=P(C)=[NH2+]", "charge": 1, "gap_ev": 8.387, "spin_multiplicity": 1}


Stability ranking, top and bottom: Q is the most stable and P is the least stable.


P:
{"formula": "C3H10N2P", "method": "ωB97M-V/def2-TZVPD", "symbols": ["C", "C", "C", "N", "N", "P", "H", "H", "H", "H", "H", "H", "H", "H", "H", "H"], "coordinates": [[0.3051, 0.7222, 0.0083], [2.1794, -1.0014, 0.1726], [-2.6090, -0.7906, -0.3084], [0.7874, -0.5780, 0.0453], [-2.7564, 0.3299, 0.1695], [1.1890, 2.1451, 0.2932], [2.5669, -0.6467, -0.7563], [2.1337, -2.0579, -0.0181], [2.6595, -0.5317, 1.1087], [-3.4617, -1.4264, -0.5821], [-1.7082, -1.3535, -0.4861], [-3.7237, 0.6391, 0.4205], [-0.5441, 0.5711, 0.2638], [0.0807, -1.3024, 0.2795], [2.4551, 2.0787, -0.4339], [0.4463, 3.2026, -0.1764]], "lumo_ev": -5.09, "molar_mass_g_mol": 105.101, "charge": 1, "gap_ev": 8.550, "spin_multiplicity": 1}


Q:
{"formula": "C3H10N2P", "method": "ωB97M-V/def2-TZVPD", "symbols": ["C", "C", "C", "N", "N", "P", "H", "H", "H", "H", "H", "H", "H", "H", "H", "H"], "coordinates": [[-0.4332, 0.5236, -1.2644], [0.2125, -0.2173, 2.4943], [-0.3281, 0.8214, 0.2387], [-0.6976, -0.8333, -1.4832], [-0.1604, -0.1285, 1.1044], [1.3781, 0.9944, -1.6965], [-0.9715, 1.2904, -1.8277], [-0.2660, 0.7040, 3.0495], [-0.2154, -1.0738, 2.8784], [1.2191, -0.2801, 2.6561], [-0.2583, 1.7837, 0.7036], [-1.6476, -1.1537, -1.6703], [-0.0634, -1.0707, -2.2102], [-0.1443, -1.0573, 0.5017], [1.3969, 0.0060, -2.9103], [1.8226, -0.1349, -0.8129]], "lumo_ev": -4.53, "molar_mass_g_mol": 105.101, "smiles": "C/[NH+]=C/[C@H](N)P", "charge": 1, "gap_ev": 10.029, "spin_multiplicity": 1}


Stability ranking, top and bottom: Q is the most stable and P is the least stable.


P:
{"formula": "C6H10NO", "method": "ωB97M-V/def2-TZVPD", "symbols": ["C", "C", "C", "C", "C", "C", "N", "O", "H", "H", "H", "H", "H", "H", "H", "H", "H", "H"], "coordinates": [[-2.7687, 0.9401, -0.0788], [-2.2372, -0.2574, -0.2283], [1.1999, -0.8334, -1.1931], [-0.9335, -0.4781, 0.5226], [0.2741, -0.9158, -0.0848], [1.7870, 1.0217, 0.5230], [1.6952, -0.3897, 0.1573], [-0.4034, -1.9266, 0.6261], [-3.6172, 1.2203, -0.6045], [-2.1548, 1.7191, 0.3050], [-2.7682, -1.0989, -0.7099], [1.5900, -1.8125, -1.4199], [1.2186, 0.0109, -1.9158], [-0.8176, 0.1806, 1.4252], [0.8951, 1.4339, 0.3463], [1.9464, 0.9149, 1.6274], [2.7129, 1.3526, 0.0577], [2.3813, -1.0819, 0.6444]], "lumo_ev": -3.26, "molar_mass_g_mol": 112.152, "smiles": "C=C[C@H]1O[C@@]12C[N@H+]2C", "charge": 1, "gap_ev": 10.787, "spin_multiplicity": 1}


Q:
{"formula": "C6H10NO", "method": "ωB97M-V/def2-TZVPD", "symbols": ["C", "C", "C", "C", "C", "C", "N", "O", "H", "H", "H", "H", "H", "H", "H", "H", "H", "H"], "coordinates": [[-0.7725, 0.8337, 2.0197], [-0.8976, -0.4683, 1.1871], [2.5131, -1.0381, -0.6856], [-1.1787, 1.5368, 0.7362], [3.4136, -1.4085, -1.5228], [-1.5397, -0.0644, -1.2402], [-1.1574, 0.2502, 0.1217], [1.5771, -0.6836, -0.0780], [-1.4718, 1.0110, 2.8246], [-0.6687, -1.5331, 1.2226], [-2.2680, 1.7488, 0.9599], [-0.6051, 2.3838, 0.3622], [0.3282, 0.8738, 2.2986], [3.5731, -2.4588, -1.6022], [4.2422, -0.8613, -1.8148], [-1.5263, -1.0436, -1.5824], [-2.6005, 0.3560, -1.2905], [-0.9610, 0.5657, -1.9160]], "lumo_ev": -4.36, "molar_mass_g_mol": 112.152, "charge": 1, "gap_ev": 8.379, "spin_multiplicity": 1}


Stability ranking, top and bottom: Q is the most stable and P is the least stable.


P:
{"formula": "C6H10NO", "method": "ωB97M-V/def2-TZVPD", "symbols": ["C", "C", "C", "C", "C", "C", "N", "O", "H", "H", "H", "H", "H", "H", "H", "H", "H", "H"], "coordinates": [[-0.9681, 0.9465, -1.5108], [0.8149, -0.3368, -1.1867], [2.0682, -0.9333, -1.5213], [-0.0805, 1.2625, 1.5905], [-1.3998, -0.9154, 1.3815], [-0.9407, 0.3642, 0.8547], [-1.3481, 0.7282, -0.3177], [0.1743, 0.4526, -2.0051], [-1.5706, 1.5455, -2.1731], [2.8570, -0.8610, -0.8236], [2.5486, -0.9496, -2.5947], [1.7615, -2.0053, -1.4742], [-0.3777, 2.2437, 1.4613], [-0.0635, 0.9834, 2.6605], [0.8722, 1.0697, 1.2697], [-0.4973, -1.4259, 1.4307], [-1.9768, -1.3384, 0.6285], [-1.8736, -0.8306, 2.3297]], "lumo_ev": -4.68, "molar_mass_g_mol": 112.152, "charge": 1, "gap_ev": 8.337, "spin_multiplicity": 1}


Q:
{"formula": "C6H10NO", "method": "ωB97M-V/def2-TZVPD", "symbols": ["C", "C", "C", "C", "C", "C", "N", "O", "H", "H", "H", "H", "H", "H", "H", "H", "H", "H"], "coordinates": [[-0.3067, -0.0084, 0.2148], [-0.3822, -1.2451, 0.0796], [1.0839, 0.6940, 0.3547], [-1.3668, 1.0330, 0.4056], [-0.8610, -2.5953, -0.0457], [1.1729, 1.8176, -0.6776], [2.0608, -0.2791, 0.0952], [1.8084, -1.4096, -0.1688], [1.3171, 0.9372, 1.3149], [-2.2823, 0.4508, 0.3883], [-1.3573, 1.6625, -0.5268], [-1.2838, 1.5964, 1.2494], [-1.9271, -2.7240, -0.0313], [-0.4910, -3.1546, 0.9234], [-0.6206, -3.1121, -0.9174], [0.7337, 1.5398, -1.6693], [2.1268, 2.2105, -0.7315], [0.5754, 2.5863, -0.2575]], "lumo_ev": [-5.28, -5.28], "molar_mass_g_mol": 112.152, "charge": 1, "gap_ev": [9.382, 9.382], "spin_multiplicity": 1}


R:
{"formula": "C6H10NO", "method": "ωB97M-V/def2-TZVPD", "symbols": ["C", "C", "C", "C", "C", "C", "N", "O", "H", "H", "H", "H", "H", "H", "H", "H", "H", "H"], "coordinates": [[-0.1878, 0.7184, -0.3925], [-0.2615, -0.7819, -0.6037], [0.1556, 0.8112, 0.8299], [-0.2443, 1.5711, -1.5724], [0.9094, -1.8273, -0.1535], [0.0375, 0.5512, 2.2390], [-2.3510, -0.7938, -1.6022], [-1.2478, -1.3392, -1.2038], [-2.9851, -1.3940, -2.1774], [-1.2265, 2.0998, -1.6295], [-0.1461, 0.9089, -2.4002], [0.5272, 2.3438, -1.6223], [0.6841, -2.8663, -0.3536], [1.0925, -1.9649, 0.9169], [1.8757, -1.5772, -0.5253], [0.7933, -0.0872, 2.5936], [-0.8522, 0.1180, 2.3580], [-0.0459, 1.6018, 2.6706]], "lumo_ev": [-5.58, -6.09], "molar_mass_g_mol": 112.152, "charge": 1, "gap_ev": [8.569, 6.694], "spin_multiplicity": 1}


Stability ranking, top and bottom: P is the most stable and R is the least stable.


P:
{"formula": "C6H10NO", "method": "ωB97M-V/def2-TZVPD", "symbols": ["O", "C", "C", "C", "C", "C", "C", "N", "H", "H", "H", "H", "H", "H", "H", "H", "H", "H"], "coordinates": [[2.8826, 1.0150, -1.5881], [2.2558, 0.4017, -0.7733], [0.9177, -0.2403, -1.0638], [0.1911, -0.9005, 0.1123], [-1.2556, -0.5266, 0.1894], [-2.2817, -1.0659, -0.4299], [-1.2122, 0.6306, 2.3082], [-1.5062, 0.6516, 1.0615], [2.7814, 0.1370, 0.1686], [1.0954, -1.0196, -1.7958], [0.2895, 0.4892, -1.5803], [0.7547, -0.8169, 1.0491], [0.2337, -1.9974, 0.1071], [-2.1140, -2.1169, -0.6736], [-3.3219, -0.8329, -0.6125], [-1.5344, 1.5000, 2.8691], [-0.5563, -0.1367, 2.6951], [-1.9638, 1.5331, 0.8425]], "lumo_ev": -5.44, "molar_mass_g_mol": 112.152, "smiles": "C=[NH+]C(=C)CCC=O", "charge": 1, "gap_ev": 7.676, "spin_multiplicity": 1}


Q:
{"formula": "C6H10NO", "method": "ωB97M-V/def2-TZVPD", "symbols": ["C", "C", "C", "C", "C", "C", "N", "O", "H", "H", "H", "H", "H", "H", "H", "H", "H", "H"], "coordinates": [[-1.0387, 1.0109, -0.5020], [0.1041, 0.5232, -0.0046], [0.5986, 2.6206, -0.3072], [-0.8677, 2.5222, -0.6479], [1.1628, -1.3558, 1.3074], [-0.5239, -1.9470, -0.3618], [0.3864, -0.8897, 0.0002], [1.6140, 3.1659, -0.1964], [-2.0184, 0.5286, -0.6939], [-0.8808, 2.7608, -1.6499], [-1.5069, 3.1544, 0.0873], [1.5376, -2.4091, 1.0156], [2.0901, -0.8521, 1.4919], [0.5359, -1.2528, 2.2390], [-1.4702, -1.7333, 0.1546], [-0.7674, -1.9787, -1.3202], [-0.1271, -2.8903, 0.0717], [1.1716, -0.9779, -0.6837]], "lumo_ev": -3.38, "molar_mass_g_mol": 112.152, "charge": 1, "gap_ev": 9.982, "spin_multiplicity": 1}


Stability ranking, top and bottom: P is the most stable and Q is the least stable.


P:
{"formula": "CH10O5", "method": "ωB97M-V/def2-TZVPD", "symbols": ["O", "C", "H", "H", "H", "H", "O", "H", "H", "O", "H", "H", "O", "H", "H", "O"], "coordinates": [[-0.9381, -2.2187, -3.4911], [-0.7516, -2.3396, -4.6678], [-1.4504, -2.9138, -5.2859], [0.0921, -1.8387, -5.1705], [-1.1169, -4.7148, -2.0723], [-1.8865, -3.5101, -1.7138], [-1.4515, -4.2576, -1.2934], [3.7165, 0.0157, 2.7126], [4.4769, 1.2401, 2.6364], [3.6283, 0.9365, 2.9938], [-2.6331, 5.5709, 4.6033], [-1.2888, 4.9696, 4.3898], [-2.1997, 4.7786, 4.2672], [0.8309, 2.9208, 1.0970], [2.0260, 2.1040, 1.1305], [1.1710, 2.1227, 0.6742]], "lumo_ev": 0.64, "molar_mass_g_mol": 102.086, "smiles": "C=O.O.O.O.O", "charge": 0, "gap_ev": 11.201, "spin_multiplicity": 1}


Q:
{"formula": "CH10O5", "method": "ωB97M-V/def2-TZVPD", "symbols": ["O", "C", "H", "H", "H", "H", "O", "H", "H", "O", "H", "H", "O", "H", "H", "O"], "coordinates": [[-3.3198, -3.2483, -1.2890], [-2.1354, -3.4502, -1.2356], [-1.5080, -3.4861, -2.1391], [-1.6347, -3.4168, -0.2492], [2.6966, -2.7237, -1.3404], [1.1721, -2.5660, -1.1194], [1.8613, -2.5623, -1.7759], [1.8966, 2.7798, 0.6831], [1.6900, 3.0107, -0.8718], [1.9420, 3.4204, -0.0270], [0.1674, 1.7115, 1.7672], [1.0691, 0.5181, 2.3154], [0.4926, 0.8421, 1.6184], [0.6916, 4.1516, 1.8337], [-0.6660, 4.3721, 2.2057], [-0.0786, 3.6293, 2.0513]], "lumo_ev": 0.47, "molar_mass_g_mol": 102.086, "smiles": "C=O.O.O.O.O", "charge": 0, "gap_ev": 10.672, "spin_multiplicity": 1}


Stability ranking, top and bottom: Q is the most stable and P is the least stable.


P:
{"formula": "C3H2N2O3S", "method": "ωB97M-V/def2-TZVPD", "symbols": ["C", "C", "C", "N", "N", "O", "O", "O", "S", "H", "H"], "coordinates": [[-0.0625, 0.5444, 0.8537], [-0.5121, 0.1515, -0.2980], [1.3797, -1.4282, -0.7488], [1.0607, 0.1236, 1.4335], [-1.6897, 0.4525, -0.9925], [-2.3546, 1.4102, -0.5493], [1.1847, -1.9810, -1.7476], [-1.9350, -0.2196, -2.0073], [2.3022, -0.7601, 0.4125], [-0.8086, 1.1363, 1.4468], [1.4351, 0.5702, 2.1968]], "lumo_ev": [-1.24, -1.25], "molar_mass_g_mol": 146.127, "charge": 0, "gap_ev": [7.809, 7.362], "spin_multiplicity": 1}


Q:
{"formula": "C3H2N2O3S", "method": "ωB97M-V/def2-TZVPD", "symbols": ["C", "C", "C", "N", "N", "O", "O", "O", "S", "H", "H"], "coordinates": [[-0.0356, -0.5776, -0.0862], [1.3467, -0.1841, -0.5201], [-0.2160, 0.2078, 1.3400], [0.8410, 0.9066, 1.6457], [-1.0635, 0.0793, -0.9659], [-2.1655, -0.4090, -1.0751], [-1.1324, -0.0112, 2.0860], [-0.6929, 1.1608, -1.3594], [1.9746, 0.8890, 0.5393], [-0.4013, -1.5943, -0.0938], [1.5449, -0.4672, -1.5106]], "lumo_ev": -2.09, "molar_mass_g_mol": 146.127, "charge": 0, "gap_ev": 7.891, "spin_multiplicity": 1}


Stability ranking, top and bottom: Q is the most stable and P is the least stable.


P:
{"formula": "C3HF3O", "method": "ωB97M-V/def2-TZVPD", "symbols": ["C", "C", "C", "O", "F", "F", "F", "H"], "coordinates": [[-1.0953, -0.4322, -0.0896], [-2.5600, -0.0878, -0.2035], [1.3921, 0.4503, -0.0826], [-2.0894, -0.4067, 0.9408], [1.4895, 0.8870, 1.1902], [2.2680, -0.4020, -0.5259], [1.1738, 1.4526, -0.8850], [-0.5787, -1.4612, -0.3444]], "lumo_ev": [-0.25, -0.87], "molar_mass_g_mol": 110.034, "charge": 0, "gap_ev": [9.645, 8.757], "spin_multiplicity": 1}


Q:
{"formula": "C3HF3O", "method": "ωB97M-V/def2-TZVPD", "symbols": ["C", "C", "C", "O", "F", "F", "F", "H"], "coordinates": [[-0.9820, -1.4927, -0.5743], [0.8447, 1.3749, 0.8245], [0.0955, -0.5123, -0.4051], [0.0533, 0.8743, -0.1287], [-2.0048, -1.3239, 0.1761], [0.4720, 2.6468, 0.9346], [0.9862, -0.6709, -1.4542], [0.5351, -0.8963, 0.6270]], "lumo_ev": -1.08, "molar_mass_g_mol": 110.034, "charge": 0, "gap_ev": 9.286, "spin_multiplicity": 1}


Stability ranking, top and bottom: Q is the most stable and P is the least stable.